30
Properties=species:S:1:pos:R:3 method="wB97M-V/def2-TZVPD" gap_ev=7.3 charge=0 e_lumo_ev=-0.05 homo_ha=-0.27082 de_lowest_kj_mol=422.7
N 10.01 10.65 9.38
H 10.20 10.73 8.39
H 10.50 9.90 9.84
H 9.05 10.37 9.55
H 10.21 11.54 9.82
N 10.99 8.44 12.50
O 11.21 7.26 12.88
O 11.68 8.94 11.61
O 10.10 9.12 12.99
C 7.32 11.32 6.01
C 8.94 11.09 5.93
C 9.51 11.67 4.64
O 9.30 11.95 6.94
H 6.89 12.22 5.58
H 6.95 11.34 7.03
H 6.76 10.64 5.36
H 9.15 10.05 6.20
H 8.97 11.21 3.81
H 10.56 11.38 4.55
H 9.53 12.74 4.46
H 9.08 12.84 6.65
O 10.72 8.07 7.70
H 10.37 7.47 8.36
H 11.60 7.74 7.51
O 7.72 9.45 10.33
H 7.81 8.77 10.99
H 6.80 9.70 10.36
O 10.61 13.06 10.44
H 10.78 13.10 11.38
H 11.22 13.69 10.06


13
Properties=species:S:1:pos:R:3 method="wB97M-V/def2-TZVPD" gap_ev=7.5 charge=0 e_lumo_ev=1.03 homo_ha=-0.23807 de_lowest_kj_mol=281.0
C -1.98 0.36 0.44
N -0.66 0.25 0.30
C 0.03 -0.96 0.68
C 1.22 -0.99 0.10
C 1.39 0.24 -0.73
C 0.22 1.07 -0.29
H -2.53 -0.44 0.92
H 1.24 -0.06 -1.79
H -2.47 1.18 -0.05
H -0.47 -1.66 1.33
H 1.95 -1.79 0.19
H 2.38 0.71 -0.68
H -0.15 1.96 -0.77


7
Properties=species:S:1:pos:R:3 method="wB97M-V/def2-TZVPD" gap_ev=10.5 charge=0 e_lumo_ev=0.39 homo_ha=-0.37350 de_lowest_kj_mol=290.4
C 0.32 -1.43 0.92
C 3.28 0.05 -0.74
C 0.02 -1.24 -0.45
O 3.59 -0.92 -0.28
O -0.29 -0.31 0.59
H 0.60 -0.94 -1.38
H -0.90 -1.78 -0.77


13
Properties=species:S:1:pos:R:3 method="wB97M-V/def2-TZVPD" s2=2.007 multiplicity=3 gap_ev="7.4 / 7.8" charge=0 e_lumo_ev="0.46 / -3.32" homo_ha="-0.25497 / -0.40980" de_lowest_kj_mol=292.6
C -0.45 0.49 0.30
C -1.73 0.16 -0.54
C 0.56 0.87 -0.84
O 1.76 -0.23 2.00
O 1.10 -2.13 0.27
O 0.27 -2.31 1.49
O -2.69 0.81 -0.88
P 0.76 -0.82 1.15
H -0.54 1.09 1.26
H -1.58 -0.91 -0.85
H 0.17 0.69 -1.77
H 0.79 1.97 -0.77
H 1.57 0.31 -0.83


14
Properties=species:S:1:pos:R:3 method="wB97M-V/def2-TZVPD" gap_ev=8.5 charge=-1 e_lumo_ev=3.12 homo_ha=-0.19800
C 0.60 -1.91 0.35
C -0.80 -1.37 0.49
Cl -1.92 -2.59 1.10
C -1.14 -0.11 0.20
Cl -2.82 0.38 0.36
Nb 0.22 1.64 -0.34
Br -0.03 3.19 1.66
H 1.08 -2.01 1.34
H 0.58 -2.90 -0.10
H 1.20 -1.24 -0.27
H -0.70 2.60 -1.56
H 1.27 2.56 -1.48
H 1.97 1.25 -0.06
H 0.49 0.51 -1.69


121
Properties=species:S:1:pos:R:3 method="wB97M-V/def2-TZVPD" gap_ev=5.7 charge=0 e_lumo_ev=-2.22 homo_ha=-0.29008
C -4.18 -0.75 -2.16
N -2.98 -0.52 -1.38
C -2.00 -1.50 -1.47
C -0.81 -1.32 -0.79
C -0.53 -0.14 -0.10
C -1.53 0.86 -0.11
C -2.74 0.66 -0.74
C 0.82 0.07 0.48
C 1.59 -1.00 0.97
C 2.89 -0.81 1.45
N 3.47 0.39 1.39
C 2.79 1.51 0.88
C 1.47 1.29 0.51
C 4.75 0.57 2.04
H -4.91 0.02 -1.90
H -4.61 -1.70 -1.84
H -3.76 -0.79 -3.16
H -2.16 -2.43 -1.99
H -0.06 -2.08 -0.90
H -1.39 1.76 0.47
H -3.60 1.30 -0.64
H 1.27 -2.03 0.98
H 3.42 -1.63 1.91
H 3.22 2.50 1.01
H 0.84 2.10 0.16
H 5.48 0.98 1.34
H 5.09 -0.32 2.57
H 4.67 1.35 2.79
C 2.01 4.79 3.47
F 2.82 3.81 3.06
F 2.36 5.13 4.67
F 2.02 5.84 2.64
S 0.21 4.17 3.53
O -0.01 3.57 4.88
O -0.67 5.37 3.47
O 0.07 3.25 2.44
B 5.22 -3.11 0.30
F 4.09 -3.17 -0.51
F 6.35 -3.79 -0.13
F 5.55 -1.79 0.44
F 4.80 -3.72 1.48
N -2.73 2.78 -3.36
C -1.68 2.99 -2.55
C -0.64 2.17 -3.01
C -1.22 1.24 -3.92
C -2.48 1.70 -4.14
H -3.62 3.24 -3.36
H -1.66 3.80 -1.84
H 0.34 2.16 -2.57
H -0.76 0.36 -4.33
H -3.26 1.31 -4.78
N 2.03 -2.68 -3.90
C 0.99 -2.87 -4.85
C 0.04 -3.62 -4.22
C 0.49 -4.00 -2.93
C 1.72 -3.38 -2.80
H 2.87 -2.16 -4.11
H 1.05 -2.40 -5.82
H -0.91 -4.01 -4.55
H -0.03 -4.59 -2.19
H 2.37 -3.38 -1.94
N 6.43 2.29 -1.21
C 5.36 3.15 -1.03
C 5.68 3.97 0.08
C 6.92 3.61 0.44
C 7.36 2.53 -0.28
H 6.49 1.63 -1.97
H 4.45 3.23 -1.61
H 5.18 4.82 0.53
H 7.51 4.23 1.10
H 8.31 2.02 -0.37
N 1.25 -5.33 1.40
C 0.85 -4.30 2.27
C -0.47 -3.84 1.94
C -0.81 -4.60 0.82
C 0.20 -5.47 0.56
H 2.04 -5.95 1.41
H 1.42 -4.04 3.15
H -1.16 -3.20 2.47
H -1.74 -4.61 0.27
H 0.31 -6.26 -0.16
N 7.94 2.98 4.01
C 8.48 2.89 5.24
C 9.32 1.77 5.33
C 9.14 0.96 4.13
C 8.37 1.79 3.32
H 7.18 3.60 3.78
H 8.26 3.69 5.94
H 9.93 1.48 6.18
H 9.52 -0.04 3.97
H 7.97 1.49 2.37
N -7.39 2.64 0.45
C -6.20 3.28 0.28
C -5.73 3.01 -1.00
C -6.66 2.16 -1.62
C -7.64 1.94 -0.72
H -7.95 2.60 1.29
H -5.85 3.96 1.04
H -4.87 3.48 -1.45
H -6.75 1.86 -2.65
H -8.56 1.38 -0.77
N -6.69 -4.10 -2.61
C -7.28 -3.52 -1.54
C -7.42 -2.16 -1.79
C -6.98 -1.87 -3.11
C -6.60 -3.14 -3.60
H -6.36 -5.04 -2.77
H -7.50 -4.05 -0.63
H -7.81 -1.42 -1.11
H -6.91 -0.96 -3.68
H -6.25 -3.24 -4.61
N -4.03 -0.61 2.39
C -4.44 -1.90 1.97
C -5.45 -1.72 1.11
C -5.55 -0.41 0.81
C -4.63 0.27 1.56
H -3.40 -0.33 3.12
H -4.00 -2.72 2.53
H -6.13 -2.52 0.86
H -6.36 -0.05 0.20
H -4.51 1.34 1.62


23
Properties=species:S:1:pos:R:3 method="wB97M-V/def2-TZVPD" s2=15.755 multiplicity=8 gap_ev="6.2 / 9.3" charge=+1 e_lumo_ev="-3.32 / -3.82" homo_ha="-0.34830 / -0.48258"
O -2.45 0.92 1.04
C -2.27 1.18 -0.22
O -1.13 0.83 -0.74
C 0.08 1.43 -0.22
C 1.25 0.94 -1.05
C 1.28 -0.56 -1.34
C 0.83 -1.47 -0.22
O 1.58 -1.16 0.97
C 1.10 -1.60 2.11
O 0.23 -2.43 2.25
O 1.71 -0.97 3.11
H 0.16 1.15 0.84
H -0.02 2.52 -0.30
H 2.15 1.25 -0.51
H 1.25 1.49 -2.01
H 2.30 -0.84 -1.64
H 0.63 -0.78 -2.20
H 1.02 -2.52 -0.49
H -0.24 -1.37 0.01
H 1.34 -1.25 3.95
Sm -4.05 1.49 -3.46
O -3.30 1.13 -0.93
H -3.45 0.64 1.05


13
Properties=species:S:1:pos:R:3 method="wB97M-V/def2-TZVPD" gap_ev=10.2 charge=0 e_lumo_ev=0.93 homo_ha=-0.33891 de_lowest_kj_mol=283.5
C 0.29 -1.08 1.07
C 0.66 -0.53 -0.30
O -0.14 -0.98 -1.36
C 0.33 0.89 -0.63
C -0.82 1.46 -0.16
H 0.93 -0.65 1.85
H 0.43 -2.17 1.07
H -0.76 -0.89 1.33
H 1.70 -0.77 -0.54
H 0.80 1.29 -1.52
H -1.07 -0.21 -1.02
H -1.14 1.28 0.86
H -1.19 2.35 -0.64


83
Properties=species:S:1:pos:R:3 method="wB97M-V/def2-TZVPD" gap_ev=6.7 charge=0 e_lumo_ev=-0.44 homo_ha=-0.26154 de_lowest_kj_mol=2.6
Ba -0.50 -1.52 -0.93
C 2.20 -1.85 -4.39
Sb 0.94 -0.15 -4.06
C 0.58 0.30 -6.13
C 2.58 1.25 -3.81
C 2.19 2.69 -3.96
C 2.25 3.27 -5.23
C 1.91 4.59 -5.45
C 1.51 5.38 -4.37
C 1.46 4.81 -3.11
C 1.78 3.47 -2.88
C 1.64 2.93 -1.49
Sb -0.35 2.16 -1.07
C -1.41 3.06 -2.70
C -0.87 3.65 0.38
H 2.99 -1.59 -5.09
H 1.62 -2.68 -4.79
H 2.64 -2.14 -3.44
H 1.50 0.24 -6.70
H 0.17 1.30 -6.22
H -0.14 -0.41 -6.53
H 3.30 0.97 -4.58
H 3.00 1.01 -2.84
H 2.58 2.66 -6.07
H 1.97 5.02 -6.44
H 1.26 6.42 -4.51
H 1.16 5.43 -2.26
H 1.81 3.72 -0.76
H 2.33 2.12 -1.27
H -1.29 4.14 -2.67
H -2.46 2.80 -2.62
H -1.01 2.69 -3.64
H -0.81 4.65 -0.06
H -0.18 3.61 1.23
H -1.88 3.48 0.74
O 3.66 -0.78 3.19
C 3.39 -1.18 2.07
C 3.33 -0.33 0.82
O 3.67 0.83 0.72
C 2.53 -1.11 -0.14
C 2.20 -2.39 0.41
O 1.34 -3.18 -0.09
C 2.80 -2.52 1.75
O 2.66 -3.44 2.54
O 2.03 -0.64 -1.20
I -5.16 0.82 0.62
C -4.54 -1.05 1.30
C -5.10 -1.59 2.47
C -4.64 -2.76 3.01
I -5.50 -3.46 4.78
C -3.58 -3.46 2.38
C -3.00 -4.66 2.86
C -1.92 -5.21 2.22
C -1.41 -4.57 1.08
N -1.94 -3.48 0.58
C -3.02 -2.92 1.20
C -3.51 -1.68 0.60
O -2.97 -1.21 -0.46
H -5.90 -1.05 2.96
H -3.41 -5.12 3.75
H -1.46 -6.12 2.58
H -0.52 -4.94 0.59
C 0.58 -1.72 4.14
C -0.20 -1.95 2.84
N -0.71 -0.68 2.31
C 0.32 0.36 2.28
C 0.83 0.68 3.70
N 0.22 -0.34 4.62
C -1.27 -0.17 4.66
C -1.79 -0.22 3.20
H 1.66 -1.75 4.01
H 0.30 -2.43 4.93
H -1.06 -2.59 3.03
H 0.43 -2.46 2.12
H -0.10 1.25 1.83
H 1.15 0.02 1.66
H 0.51 1.66 4.06
H 1.92 0.59 3.78
H 0.60 -0.21 5.55
H -1.49 0.77 5.15
H -1.67 -0.99 5.26
H -2.13 0.76 2.87
H -2.63 -0.91 3.13


14
Properties=species:S:1:pos:R:3 method="wB97M-V/def2-TZVPD" gap_ev=10.8 charge=0 e_lumo_ev=1.05 smiles="C[C@H]1C[C@H]1C=O" homo_ha=-0.35791 de_lowest_kj_mol=109.9
C 0.26 0.38 -1.56
C 0.26 -0.69 -0.48
C 1.02 -0.52 0.78
C -0.49 -0.49 0.83
C -1.19 0.79 1.08
O -2.33 0.86 1.48
H 0.58 1.35 -1.17
H 0.96 0.10 -2.36
H -0.73 0.50 -2.01
H 0.19 -1.70 -0.86
H 1.54 0.43 0.93
H 1.52 -1.37 1.23
H -1.00 -1.36 1.23
H -0.60 1.71 0.89


13
Properties=species:S:1:pos:R:3 method="wB97M-V/def2-TZVPD" gap_ev=8.2 charge=0 e_lumo_ev=0.07 homo_ha=-0.29873 de_lowest_kj_mol=492.9
C -0.69 -0.71 0.37
C -1.64 0.45 0.08
C 0.60 -0.28 -0.25
N 1.73 -1.06 -0.08
C 0.46 0.97 -0.75
N -1.16 1.78 1.05
N -0.18 2.14 0.52
O -2.73 0.51 -0.35
H 2.56 -0.73 -0.54
H 1.61 -2.06 -0.02
H -0.65 -0.97 1.44
H -1.14 -1.54 -0.17
H 1.24 1.50 -1.29


18
Properties=species:S:1:pos:R:3 method="wB97M-V/def2-TZVPD" gap_ev=10.1 charge=0 e_lumo_ev=0.89 smiles="CCN(C)C(C)=O" homo_ha=-0.33929 de_lowest_kj_mol=69.9
C 1.71 -1.08 -0.57
C 0.26 -0.70 -0.77
N -0.13 0.56 -0.20
C -0.28 1.70 -1.11
C -0.72 0.69 1.04
C -1.13 -0.59 1.74
O -0.86 1.78 1.55
H 2.37 -0.25 -0.84
H 2.04 -2.01 -1.01
H 1.89 -1.10 0.52
H -0.09 -0.78 -1.81
H -0.35 -1.51 -0.36
H 0.61 2.32 -1.25
H -0.49 1.30 -2.10
H -1.10 2.30 -0.73
H -1.60 -0.28 2.67
H -0.29 -1.22 2.05
H -1.85 -1.14 1.17